No. 1
ORCA calculation (wB97M-V/def2-TZVPD) on C26H38BiGeN4OP as an isolated structure.

XYZ file:
```
72
Properties=species:S:1:pos:R:3
Bi -0.084 0.594 0.878
C -0.914 2.647 3.159
C -1.146 3.369 1.852
N -0.113 2.952 0.864
C 1.227 3.561 1.036
C 2.210 2.630 1.714
C 3.418 3.098 2.189
C 4.267 2.217 2.845
C 3.868 0.900 3.045
C 2.653 0.481 2.542
C 2.178 -0.941 2.747
N 0.732 -1.125 2.497
C -0.142 -1.039 3.693
C -0.373 0.406 4.075
N -1.022 1.167 2.956
N 1.862 1.335 1.855
H -1.621 2.972 3.923
H 0.090 2.845 3.538
H -1.131 4.450 1.999
H -2.118 3.103 1.431
H -0.473 3.139 -0.069
H 1.150 4.481 1.619
H 1.611 3.845 0.054
H 3.684 4.140 2.065
H 5.221 2.560 3.225
H 4.491 0.212 3.600
H 2.433 -1.250 3.764
H 2.729 -1.604 2.076
H 0.598 -2.040 2.067
H 0.291 -1.576 4.540
H -1.087 -1.531 3.451
H 0.570 0.907 4.297
H -0.998 0.477 4.967
H -2.011 0.914 2.931
Ge 0.966 -1.997 -1.791
C 0.681 -1.999 -3.617
C -0.329 -2.802 -4.194
C -0.366 -2.965 -5.561
C 0.587 -2.327 -6.359
C 1.584 -1.527 -5.802
C 1.630 -1.349 -4.436
C 0.271 -3.102 -0.415
C 1.253 -3.790 0.320
C 0.876 -4.788 1.207
C -0.473 -5.082 1.386
C -1.451 -4.389 0.677
C -1.085 -3.408 -0.231
H 2.224 -1.253 -1.307
H -1.054 -3.315 -3.572
H -1.116 -3.597 -6.017
H 0.553 -2.461 -7.434
H 2.322 -1.059 -6.440
H 2.409 -0.734 -4.001
H 2.310 -3.583 0.175
H 1.630 -5.348 1.745
H -0.763 -5.867 2.072
H -2.495 -4.638 0.816
H -1.852 -2.903 -0.808
C -2.561 3.488 -2.259
P -2.561 1.714 -2.022
C -4.233 1.199 -1.670
C -2.057 0.967 -3.565
O -1.594 1.310 -0.876
H -3.309 3.759 -3.006
H -1.591 3.829 -2.624
H -2.822 4.004 -1.333
H -4.892 1.507 -2.484
H -4.590 1.659 -0.748
H -4.285 0.114 -1.578
H -2.768 1.230 -4.350
H -2.031 -0.119 -3.468
H -1.069 1.328 -3.855
```

Results
relative energy (zero: lowest compared OMol25 entry of this formula, charge and spin)	0.0	kJ/mol
total charge	+4
HOMO	-19.44	eV
energy	-3939.31708	a.u.
LUMO energy	-12.8	eV


No. 2
ORCA calculation (wB97M-V/def2-TZVPD) on a 3-piece molecular cluster, C26H38O6 overall at a distorted geometry.

XYZ file:
```
70
Properties=species:S:1:pos:R:3
C -0.891 4.535 3.183
C -0.658 3.828 1.799
C -0.821 4.531 0.530
C -0.551 3.837 -0.732
C -0.117 2.445 -0.734
C 0.214 1.690 -2.077
C 1.777 1.517 -2.162
C 2.540 1.842 -3.510
C 3.940 2.422 -2.998
C 4.139 3.984 -3.055
C 3.212 4.877 -3.734
C 3.415 6.318 -3.724
C 4.568 6.851 -3.018
C 5.527 5.966 -2.346
C 5.311 4.524 -2.362
C 3.776 2.219 -1.409
O 4.593 1.978 -0.584
O 2.395 2.462 -1.250
C 0.005 1.745 0.547
C -0.262 2.424 1.813
H -0.221 4.022 3.916
H -0.663 5.635 3.127
H -1.946 4.398 3.528
H -1.136 5.599 0.532
H -0.675 4.416 -1.672
H -0.268 0.677 -1.963
H -0.248 2.178 -2.968
H 2.237 0.546 -1.840
H 2.871 0.919 -4.073
H 2.019 2.409 -4.324
H 4.826 1.790 -3.269
H 2.345 4.411 -4.248
H 2.710 7.013 -4.230
H 4.751 7.946 -2.959
H 6.398 6.400 -1.796
H 6.034 3.857 -1.840
H 0.314 0.671 0.607
H -0.150 1.868 2.768
C -0.070 -2.699 2.442
O 0.083 -2.479 1.047
C 1.427 -2.674 0.614
C 1.601 -4.021 -0.072
O 1.431 -5.096 0.845
C 0.156 -5.708 0.730
H -1.137 -2.750 2.663
H 0.394 -3.636 2.758
H 0.364 -1.864 3.000
H 2.124 -2.569 1.451
H 1.646 -1.882 -0.110
H 2.623 -4.087 -0.457
H 0.914 -4.119 -0.919
H 0.119 -6.323 -0.176
H -0.650 -4.970 0.708
H 0.008 -6.353 1.596
C -6.640 -4.341 3.165
O -6.368 -3.766 1.897
C -5.075 -3.173 1.834
C -4.090 -4.068 1.099
O -3.829 -5.262 1.834
C -4.539 -6.378 1.318
H -7.537 -4.954 3.072
H -5.820 -4.975 3.509
H -6.831 -3.552 3.900
H -4.708 -2.929 2.836
H -5.181 -2.238 1.276
H -3.137 -3.539 1.003
H -4.448 -4.300 0.090
H -4.077 -6.715 0.385
H -5.592 -6.146 1.145
H -4.478 -7.184 2.049
```

Results
relative energy (zero: lowest compared OMol25 entry of this formula, charge and spin)	652.8	kJ/mol
SMILES	Cc1ccc(C[C@H]2C[C@@H](c3ccccc3)C(=O)O2)cc1.COCCOC.COCCOC
HOMO	-8.48	eV
energy	-1464.76716	a.u.
LUMO energy	0.6	eV


No. 3
ORCA calculation (wB97M-V/def2-TZVPD) on C26H39CaO20 as an isolated structure at a distorted geometry.

XYZ file:
```
86
Properties=species:S:1:pos:R:3
Ca 26.569 18.827 1.355
C 25.909 18.456 5.564
C 26.107 18.684 4.074
O 25.487 19.549 3.455
O 26.896 17.935 3.501
H 25.232 17.616 5.722
H 25.307 19.289 5.929
H 26.818 18.325 6.150
C 21.419 20.465 3.255
C 21.240 19.322 4.283
C 22.583 18.832 4.833
O 22.404 18.851 6.204
C 21.279 19.531 6.531
O 20.980 19.805 7.695
O 20.647 19.880 5.442
H 21.790 21.379 3.717
H 20.567 20.676 2.608
H 22.178 20.010 2.618
H 20.682 18.573 3.721
H 23.443 19.451 4.578
H 22.728 17.798 4.519
C 24.944 12.837 3.313
C 25.975 13.931 3.359
C 25.828 14.872 4.455
O 27.100 14.919 5.065
C 27.890 13.965 4.624
O 28.999 13.754 5.105
O 27.220 13.291 3.687
H 25.288 12.111 2.576
H 23.944 13.206 3.083
H 24.955 12.275 4.247
H 26.007 14.496 2.427
H 24.980 14.560 5.065
H 25.532 15.820 4.006
C 24.573 19.476 9.192
C 24.462 20.815 8.467
C 23.482 21.803 9.095
O 24.228 23.034 9.039
C 25.536 22.794 8.832
O 26.324 23.689 8.824
O 25.687 21.446 8.589
H 23.664 18.917 8.970
H 24.586 19.749 10.248
H 25.475 18.931 8.914
H 24.236 20.736 7.403
H 23.156 21.517 10.096
H 22.564 21.804 8.507
C 31.867 17.113 4.865
C 30.367 17.576 5.039
C 29.728 17.235 6.383
O 29.203 18.551 6.767
C 29.664 19.458 5.985
O 29.571 20.701 6.267
O 30.345 18.975 4.958
H 31.885 16.046 4.646
H 32.474 17.079 5.770
H 32.374 17.657 4.068
H 29.816 17.126 4.213
H 30.451 16.786 7.064
H 28.954 16.477 6.254
C 30.119 13.565 -0.659
C 29.282 13.925 0.532
C 30.073 14.806 1.525
O 29.058 15.658 1.875
C 28.056 15.743 0.971
O 27.231 16.616 0.909
O 28.185 14.677 0.131
H 30.029 14.348 -1.413
H 29.659 12.681 -1.100
H 31.140 13.352 -0.342
H 28.881 13.142 1.175
H 30.899 15.331 1.045
H 30.462 14.227 2.362
C 26.963 22.466 5.218
C 25.710 23.127 4.608
C 24.463 22.185 4.668
O 23.495 23.006 5.316
C 24.044 24.118 5.722
O 23.419 24.951 6.348
O 25.362 24.210 5.397
H 26.947 21.984 6.195
H 27.822 23.137 5.223
H 27.169 21.632 4.548
H 25.852 23.466 3.582
H 24.735 21.299 5.242
H 24.091 21.930 3.676
```

Results
multiplicity	2
total charge	+2
HOMO (spin up / spin down)	-14.52 / -14.51	eV
energy	-3195.98500	a.u.
<S²>	0.757
LUMO energy (spin up / spin down)	-7.2 / -11.5	eV


No. 4
ORCA calculation (wB97M-V/def2-TZVPD) on C26H39HgNO12 as an isolated structure at a distorted geometry.

XYZ file:
```
79
Properties=species:S:1:pos:R:3
Hg 15.576 -11.175 -11.394
C 12.446 -12.755 -16.715
C 11.843 -12.964 -15.314
O 12.748 -13.075 -14.309
H 11.624 -12.557 -17.404
H 13.130 -13.559 -16.987
H 13.056 -11.861 -16.846
H 11.354 -13.937 -15.368
H 11.140 -12.139 -15.201
C 20.710 -7.377 -7.503
C 20.541 -8.655 -8.328
O 19.265 -9.088 -8.669
H 20.415 -6.487 -8.059
H 21.776 -7.230 -7.331
H 20.168 -7.355 -6.557
H 20.935 -9.497 -7.758
H 21.155 -8.593 -9.226
C 6.414 -12.220 -6.599
C 6.647 -10.953 -5.986
C 7.894 -10.342 -6.186
C 8.930 -10.967 -6.893
C 8.678 -12.240 -7.378
C 7.472 -12.866 -7.188
N 10.284 -10.327 -7.000
O 10.424 -9.187 -6.553
O 11.226 -10.990 -7.555
H 5.464 -12.701 -6.420
H 5.870 -10.453 -5.425
H 8.006 -9.353 -5.766
H 9.491 -12.864 -7.718
H 7.264 -13.849 -7.583
O 15.026 -15.584 -8.184
C 14.573 -16.470 -7.487
O 13.668 -16.261 -6.554
C 13.416 -17.448 -5.757
C 14.016 -18.581 -6.525
C 15.028 -17.907 -7.462
H 12.328 -17.410 -5.707
H 13.857 -17.399 -4.761
H 13.300 -19.186 -7.082
H 14.536 -19.319 -5.915
H 15.078 -18.338 -8.462
H 16.022 -17.944 -7.016
O 18.447 -15.262 -13.787
C 18.797 -16.178 -14.533
O 18.943 -17.505 -14.173
C 18.918 -18.289 -15.347
C 19.492 -17.423 -16.393
C 18.842 -16.085 -16.055
H 17.856 -18.414 -15.559
H 19.389 -19.233 -15.075
H 19.304 -17.780 -17.405
H 20.579 -17.340 -16.368
H 17.845 -15.950 -16.473
H 19.430 -15.189 -16.254
O 11.731 -7.380 -12.916
C 10.705 -6.821 -13.374
O 9.565 -6.673 -12.729
C 8.593 -5.934 -13.502
C 9.019 -6.327 -14.939
C 10.470 -6.183 -14.806
H 8.533 -4.887 -13.205
H 7.617 -6.360 -13.270
H 8.653 -5.665 -15.724
H 8.737 -7.342 -15.218
H 10.771 -5.138 -14.874
H 11.143 -6.666 -15.514
O 18.348 -8.826 -14.457
C 19.189 -7.953 -14.622
O 20.383 -8.293 -15.244
C 21.260 -7.179 -15.260
C 20.563 -6.102 -14.351
C 19.093 -6.482 -14.312
H 21.460 -6.864 -16.284
H 22.211 -7.462 -14.809
H 20.681 -5.073 -14.692
H 20.993 -6.139 -13.350
H 18.537 -5.793 -14.947
H 18.712 -6.390 -13.295
```

Results
relative energy (zero: lowest compared OMol25 entry of this formula, charge and spin)	0.0	kJ/mol
HOMO	-6.65	eV
energy	-2124.69038	a.u.
LUMO energy	-5.2	eV


No. 5
ORCA calculation (wB97M-V/def2-TZVPD) on C26H39O5SiW as an isolated structure at a distorted geometry.

XYZ file:
```
72
Properties=species:S:1:pos:R:3
C 0.685 1.451 -3.783
C 0.590 1.757 -2.273
C 1.176 -0.019 -3.887
C 1.863 -0.325 -2.538
H 1.886 -0.090 -4.720
H 0.316 -0.676 -4.074
C 1.741 0.956 -1.659
H -0.381 1.375 -1.924
H 0.645 2.832 -2.062
C 1.520 0.473 -0.229
H 2.675 1.541 -1.716
H 2.930 -0.541 -2.715
C 1.322 -1.464 -1.590
C -0.539 1.773 -4.632
C 1.620 2.443 -4.479
O 2.548 2.154 -5.212
O -1.613 2.150 -4.204
O -0.262 1.687 -5.953
O 1.244 3.720 -4.244
C 1.873 4.667 -5.114
H 1.417 5.628 -4.882
H 1.663 4.402 -6.157
H 2.957 4.686 -4.952
C -1.319 2.145 -6.801
H -2.179 1.465 -6.765
H -0.889 2.175 -7.803
H -1.646 3.143 -6.491
O 1.288 -0.937 -0.227
H 0.662 0.959 0.262
H 2.420 0.653 0.382
C 2.262 -2.670 -1.590
C -0.095 -1.934 -1.905
H -0.130 -2.437 -2.876
H -0.801 -1.096 -1.896
H -0.410 -2.652 -1.139
H 1.989 -3.359 -0.781
H 3.301 -2.351 -1.437
H 2.191 -3.202 -2.547
W -1.052 0.002 3.596
C 0.381 0.086 5.177
C 1.045 0.116 3.888
C 0.643 1.317 3.215
H 1.813 -0.561 3.536
C -0.262 2.027 4.070
C -0.424 1.270 5.285
H -0.971 1.587 6.170
H 0.585 -0.624 5.971
H 1.049 1.659 2.272
H -0.662 3.014 3.859
C -3.268 -0.975 2.927
C -3.352 -0.119 4.087
C -3.050 1.228 3.657
H -3.670 -0.415 5.085
C -2.731 1.183 2.245
C -2.898 -0.170 1.798
H -2.833 -0.510 0.766
H -3.543 -2.025 2.899
H -3.193 2.124 4.256
H -2.542 2.043 1.607
C -0.892 -3.232 1.994
Si -0.534 -2.590 3.733
C -1.659 -3.376 5.024
C 1.234 -3.112 4.120
H -1.921 -3.022 1.680
H -0.734 -4.320 1.956
H -0.217 -2.751 1.269
H -1.435 -4.449 5.113
H -1.509 -2.915 6.011
H -2.720 -3.266 4.765
H 1.283 -4.209 4.172
H 1.924 -2.782 3.332
H 1.596 -2.712 5.075
```

Results
multiplicity	3
relative energy (zero: lowest compared OMol25 entry of this formula, charge and spin)	7.6	kJ/mol
total charge	-1
HOMO (spin up / spin down)	0.69 / -4.02	eV
energy	-1746.82662	a.u.
<S²>	2.006
LUMO energy (spin up / spin down)	2.3 / 2.3	eV


No. 6
ORCA calculation (wB97M-V/def2-TZVPD) on C26H40BrNOP2Zr as an isolated structure at a distorted geometry.

XYZ file:
```
72
Properties=species:S:1:pos:R:3
N 6.806 0.168 4.406
C 5.812 0.902 4.927
C 4.627 1.164 4.224
C 4.408 0.602 2.927
C 5.432 -0.256 2.467
C 6.615 -0.401 3.210
C 3.181 0.913 2.216
Zr 0.053 -0.266 0.194
P -2.483 -1.252 -0.452
C 2.323 0.054 1.530
C 1.011 0.081 2.238
C 0.361 -1.197 2.557
C -0.871 -1.223 3.240
C -1.511 -0.016 3.569
C -0.926 1.241 3.278
C 0.161 1.252 2.348
Br -3.255 -0.119 4.146
H 2.750 1.876 2.502
H 2.712 -0.884 1.146
H 3.884 1.795 4.707
H 5.345 -0.781 1.505
H 5.989 1.342 5.902
H 7.472 -0.967 2.832
H 0.939 -2.111 2.416
H 0.627 2.198 2.087
H -1.255 -2.226 3.368
H -1.352 2.183 3.659
P 0.495 0.981 -2.108
C -3.389 -2.196 0.907
C -4.633 -3.088 0.689
H -3.686 -1.418 1.644
H -2.599 -2.762 1.451
H -5.016 -3.302 1.695
H -5.411 -2.566 0.126
H -4.404 -4.057 0.233
C -1.968 -2.550 -1.690
C -3.007 -3.359 -2.474
H -1.342 -3.253 -1.117
H -1.267 -2.052 -2.401
H -2.421 -4.123 -2.996
H -3.740 -3.864 -1.835
H -3.515 -2.744 -3.238
C -3.805 -0.067 -1.163
C -5.142 -0.322 -1.921
H -3.205 0.633 -1.795
H -4.105 0.552 -0.279
H -5.330 0.577 -2.527
H -5.107 -1.185 -2.606
H -5.994 -0.393 -1.226
C -0.537 2.217 -2.986
C 0.223 3.086 -3.996
H -0.999 2.788 -2.169
H -1.385 1.700 -3.464
H 0.914 3.767 -3.488
H 0.770 2.448 -4.702
H -0.495 3.686 -4.568
C 1.148 -0.043 -3.474
C 1.879 -1.276 -2.953
H 1.828 0.563 -4.098
H 0.256 -0.304 -4.075
H 2.961 -1.143 -3.054
H 1.672 -1.512 -1.890
H 1.591 -2.153 -3.548
C 1.940 1.966 -1.497
C 1.579 3.139 -0.575
H 2.461 2.341 -2.395
H 2.576 1.245 -0.942
H 2.378 3.212 0.179
H 1.568 4.077 -1.150
H 0.602 3.003 -0.069
O -1.921 2.329 0.181
C -1.273 1.351 0.215
```

Results
relative energy (zero: lowest compared OMol25 entry of this formula, charge and spin)	0.3	kJ/mol
total charge	+4
HOMO	-19.43	eV
energy	-4446.74074	a.u.
LUMO energy	-15.5	eV